19
Properties=species:S:1:pos:R:3:mulliken_charge:R:1 method="wB97M-V/def2-TZVPD" total_charge=+1 energy_ev=-16892.86859 de_lowest_kcal_mol=10.6 gap_ev=11.7 lumo_energy_ev=-3.34 homo_ev=-15.05 spin_multiplicity=1
Na -23.27416 -11.44072 -15.22908 0.803
O -21.39689 -10.83627 -13.61236 -0.538
H -20.52918 -10.89496 -14.01219 0.307
H -21.25636 -10.34064 -12.80562 0.282
O -22.01166 -9.85291 -16.83381 -0.593
H -22.58083 -9.20879 -17.25497 0.304
H -21.37219 -9.32899 -16.35129 0.321
O -24.83010 -12.74356 -16.73962 -0.544
H -25.49188 -13.13551 -16.16982 0.301
H -24.86975 -13.26039 -17.54433 0.285
O -24.48202 -9.42672 -14.93250 -0.601
H -24.50516 -8.52172 -15.24343 0.283
H -25.36105 -9.76298 -15.10701 0.332
O -25.10586 -12.39054 -13.45073 -0.570
H -25.69260 -13.10948 -13.68546 0.307
H -25.68168 -11.72259 -13.07857 0.303
O -22.57581 -14.02573 -15.23977 -0.607
H -22.47421 -14.46547 -16.08389 0.326
H -23.45593 -14.26474 -14.94906 0.300

---

9
Properties=species:S:1:pos:R:3:mulliken_charge:R:1 method="wB97M-V/def2-TZVPD" energy_ev=-18537.92841 de_lowest_kcal_mol=127.4 gap_ev="8.7 / 8.7" lumo_energy_ev="-0.38 / -0.38" homo_ev="-9.07 / -9.07" spin_multiplicity=1
C 0.42106 1.56478 0.01653 0.574
C -0.06769 0.30011 0.03322 -0.963
N 2.34329 -0.68793 0.17271 0.240
O 0.59014 2.70076 0.16583 -0.280
O 2.94220 -1.76143 0.16193 -0.499
S 3.02617 0.78045 0.16115 -0.208
H -0.86577 -0.26626 -0.45502 0.389
H 1.07721 -0.56954 -0.07944 0.432
H -0.35246 -0.03194 1.07005 0.315

---

13
Properties=species:S:1:pos:R:3:mulliken_charge:R:1 method="wB97M-V/def2-TZVPD" energy_ev=-7796.06282 de_lowest_kcal_mol=82.6 gap_ev=8.6 lumo_energy_ev=0.91 homo_ev=-7.67 spin_multiplicity=1
C -0.81762 0.32452 1.80149 -1.051
C -0.29364 -0.00516 0.44107 0.676
N -0.92346 -0.64323 -0.44457 -0.053
C -1.38530 -1.02181 -1.56186 -0.373
C 1.51365 0.43557 -1.06432 -0.646
O 0.97778 0.44071 0.25145 -0.347
H -0.15712 -0.08559 2.57244 0.279
H -1.82486 -0.07170 1.93768 0.313
H -0.83636 1.41190 1.93164 0.264
H -1.23901 -2.11667 -1.66376 0.174
H 0.75668 0.18606 -1.81385 0.314
H 1.89984 1.43659 -1.26740 0.223
H 2.32940 -0.29119 -1.12001 0.229

---

109
Properties=species:S:1:pos:R:3:mulliken_charge:R:1 method="wB97M-V/def2-TZVPD" energy_ev=-101748.80166 gap_ev=10.6 lumo_energy_ev=0.12 homo_ev=-10.46 smiles="FC(F)C(F)(F)COC(F)(F)C(F)F.C[C@H]1COC(=O)O1.C[C@H]1COC(=O)O1.C[C@H]1COC(=O)O1.C[C@H]1COC(=O)O1.C[C@H]1COC(=O)O1.C[C@H]1COC(=O)O1.C[C@H]1COC(=O)O1" spin_multiplicity=1
F 1.87124 4.49912 -6.09281 -0.289
C 1.09720 4.61035 -5.04785 0.076
F -0.20775 4.75489 -5.41269 -0.282
C 1.16944 3.44603 -4.07007 1.086
F 0.59864 2.36289 -4.52015 -0.297
F 0.48195 3.85827 -3.01868 -0.307
C 2.54349 2.93165 -3.58748 -0.963
O 2.57334 2.22206 -2.31173 -0.240
C 2.99090 0.86085 -2.24967 0.869
F 1.93961 0.14571 -2.80627 -0.246
F 4.12257 0.60405 -2.93377 -0.293
C 3.35567 0.39154 -0.80572 0.481
F 3.67070 -0.92921 -0.64909 -0.219
F 4.34034 1.08740 -0.25634 -0.296
H 1.51590 5.50338 -4.58386 0.202
H 3.15364 3.83486 -3.59282 0.419
H 2.86435 2.21855 -4.34684 0.431
H 2.59625 0.59244 -0.05006 -0.175
C 2.60102 5.15273 0.65810 -1.364
C 2.76599 6.42053 -0.22343 0.540
C 4.21503 6.75313 -0.22279 -0.682
O 4.70333 6.68425 -1.53284 -0.370
C 3.67824 6.30646 -2.32874 0.674
O 3.67901 6.30334 -3.53588 -0.538
O 2.61969 6.04816 -1.56965 -0.229
H 3.30599 4.42010 0.26519 0.389
H 1.64108 4.64169 0.58424 0.282
H 2.72152 5.30264 1.73099 0.406
H 2.36576 7.34997 0.18163 0.257
H 4.75293 6.03634 0.39767 0.285
H 4.46188 7.72218 0.21091 0.369
C -4.27839 -0.68012 3.82495 -1.577
C -3.21423 -1.15034 4.75914 0.498
C -1.76814 -1.28834 4.20836 0.809
O -1.08178 -0.27266 5.04333 -0.271
C -1.96348 0.28587 5.96004 0.518
O -1.60130 1.11962 6.82041 -0.650
O -3.21570 -0.15577 5.77471 -0.342
H -4.16518 0.32556 3.42011 0.321
H -5.15643 -0.50334 4.44615 0.455
H -4.38453 -1.31280 2.94373 0.377
H -3.75848 -1.95185 5.25862 0.145
H -1.68766 -1.03150 3.15211 -0.555
H -1.58064 -2.34605 4.39325 0.157
C 1.46705 -4.34384 -1.38158 -1.004
C 2.74255 -4.95515 -0.98076 0.605
C 3.44875 -4.18717 0.08603 0.095
O 3.56607 -5.14177 1.13632 -0.377
C 3.28983 -6.37499 0.69740 0.670
O 3.43775 -7.41162 1.33451 -0.591
O 2.57334 -6.23041 -0.40562 -0.440
H 1.39083 -4.64589 -2.42611 0.439
H 1.61315 -3.26433 -1.41921 0.111
H 0.57897 -4.62865 -0.81740 -0.013
H 3.48329 -5.04365 -1.77547 0.292
H 2.84319 -3.32662 0.37039 -0.121
H 4.43900 -3.89291 -0.26171 0.278
C -1.88803 -5.98251 -0.04351 -1.501
C -2.04090 -6.11742 1.40748 0.466
C -0.85660 -5.55452 2.16570 0.194
O -1.63801 -4.97360 3.23611 -0.362
C -2.94225 -4.84400 3.01278 0.736
O -3.77751 -4.35473 3.78496 -0.614
O -3.23580 -5.49632 1.93426 -0.375
H -0.94461 -6.41891 -0.37156 0.399
H -1.89314 -4.92723 -0.31638 0.262
H -2.61874 -6.53195 -0.63704 0.413
H -2.06760 -7.17535 1.66859 0.258
H -0.30505 -4.87133 1.51983 -0.123
H -0.29982 -6.45891 2.41098 0.342
C -0.43430 4.24033 3.27999 -1.409
C -1.09887 3.35197 4.40342 0.715
C -1.64710 4.25150 5.56416 -0.539
O -2.93453 3.97312 5.71972 -0.314
C -3.31776 3.05513 4.77695 0.539
O -4.45934 2.52840 4.68937 -0.589
O -2.30050 2.78635 3.91431 -0.287
H -0.44218 3.61346 2.38832 0.052
H 0.60338 4.48650 3.50518 0.458
H -1.03333 5.10852 3.00521 0.413
H -0.34660 2.65737 4.77720 0.275
H -1.55205 5.27777 5.20944 0.383
H -0.98881 4.16914 6.42901 0.325
C -3.51230 -2.66645 -6.69897 -1.343
C -2.37972 -1.74173 -6.40706 0.310
C -2.73660 -0.58981 -5.43378 -0.317
O -2.25010 -1.19704 -4.23851 -0.293
C -1.23084 -2.05150 -4.52349 0.562
O -0.49665 -2.44524 -3.62480 -0.442
O -1.27541 -2.42946 -5.86009 -0.356
H -3.21322 -3.58650 -7.20112 0.358
H -4.23123 -2.05428 -7.24348 0.357
H -3.94529 -2.93516 -5.73543 0.308
H -1.99449 -1.34756 -7.34745 0.340
H -3.80694 -0.38876 -5.38861 0.315
H -2.32459 0.36993 -5.74561 0.199
C -0.15030 1.30549 -0.15747 -1.407
C -0.62017 0.12283 0.69531 1.123
C -0.73461 -1.11830 -0.19439 -0.350
O -0.06980 -2.02607 0.67992 -0.033
C 0.51385 -1.42277 1.78912 0.373
O 1.18667 -1.94510 2.67499 -0.597
O 0.27247 -0.10247 1.72703 -0.516
H -0.95937 2.01726 0.00653 0.435
H -0.01980 1.07048 -1.21380 0.205
H 0.72840 1.81969 0.23186 0.127
H -1.61534 0.34114 1.08269 0.305
H -0.18178 -1.11771 -1.13380 0.086
H -1.69931 -1.40143 -0.61545 0.331

---

15
Properties=species:S:1:pos:R:3:mulliken_charge:R:1 method="wB97M-V/def2-TZVPD" energy_ev=-9300.55291 de_lowest_kcal_mol=134.7 gap_ev=9.0 lumo_energy_ev=0.01 homo_ev=-8.96 spin_multiplicity=1
C 0.26438 -0.61268 -0.93122 -0.424
C -1.14860 -0.13772 -0.00040 -0.604
C -1.08024 1.28873 0.49809 -1.020
C 1.26644 -0.64277 0.21787 0.514
N 2.18884 -0.24918 -0.79457 0.028
N 1.42905 -1.23202 1.30516 -0.671
O 2.64925 0.87257 -0.95792 -0.369
H 0.59006 -1.64213 1.70982 0.279
H 0.22496 0.12902 -1.72702 0.337
H 0.05562 -1.62604 -1.27379 0.279
H -1.94664 -0.27289 -0.73079 0.344
H -1.30273 -0.85210 0.80817 0.364
H -2.01044 1.57085 0.99452 0.342
H -0.26545 1.42491 1.20846 0.301
H -0.91450 1.98145 -0.32638 0.300

---

22
Properties=species:S:1:pos:R:3:mulliken_charge:R:1 method="wB97M-V/def2-TZVPD" energy_ev=-9422.99776 de_lowest_kcal_mol=149.6 gap_ev=7.9 lumo_energy_ev=0.85 homo_ev=-7.08 spin_multiplicity=1
C 1.74898 -0.40862 1.22810 -0.987
C 1.79299 -0.33537 -1.18019 -0.979
C -0.16423 2.02671 0.05626 -1.482
C -1.42034 -1.92978 -0.09452 -1.363
N 1.03108 -0.64250 0.00222 -0.204
C -0.54585 0.62115 0.01482 0.556
C -1.04652 -0.51815 -0.03775 1.135
N -2.76246 0.51319 -0.07192 -0.897
H -2.97982 0.96064 0.81757 0.214
H -2.82991 1.23485 -0.78770 0.225
H 2.60691 -1.09242 1.31209 0.343
H 1.09557 -0.59409 2.08354 0.279
H 2.65413 -1.01385 -1.27420 0.352
H 2.20190 0.69370 -1.19746 0.309
H 1.17169 -0.46822 -2.06866 0.273
H 2.15549 0.61727 1.32256 0.305
H -0.52818 2.55064 -0.82897 0.323
H -0.58599 2.51315 0.93745 0.312
H 0.92451 2.11887 0.08982 0.335
H -1.13517 -2.42604 0.83395 0.266
H -0.88975 -2.41397 -0.91440 0.282
H -2.49503 -2.00715 -0.24264 0.405

---

17
Properties=species:S:1:pos:R:3:mulliken_charge:R:1 method="wB97M-V/def2-TZVPD" energy_ev=-6849.73768 de_lowest_kcal_mol=87.4 gap_ev=9.2 lumo_energy_ev=1.01 homo_ev=-8.23 spin_multiplicity=1
C 2.30185 -1.58245 0.43932 -1.297
C 1.04042 -0.84510 0.82444 -0.200
C 0.96232 0.43819 0.41077 -0.385
N -0.27651 1.22133 0.17211 -0.550
C -1.35821 0.33557 -0.34890 -0.100
C -2.32616 1.19621 -1.17108 -1.193
H 2.22013 -2.60556 0.78925 0.350
H 2.37153 -1.61679 -0.64065 0.312
H 3.24207 -1.18636 0.82915 0.314
H 0.57133 -1.08328 1.75726 0.384
H 1.85226 1.06671 0.30927 0.458
H -0.12081 0.96311 1.19309 0.331
H -1.88656 -0.15557 0.46926 0.281
H -0.93711 -0.46046 -0.97135 0.325
H -1.76847 2.02864 -1.57320 0.351
H -3.07904 1.64726 -0.51705 0.287
H -2.80903 0.63855 -1.97167 0.334

---

70
Properties=species:S:1:pos:R:3:mulliken_charge:R:1 method="wB97M-V/def2-TZVPD" energy_ev=-66658.08012 de_lowest_kcal_mol=508.7 gap_ev=8.7 lumo_energy_ev=-1.62 homo_ev=-10.28 spin_multiplicity=1
C -1.02747 -0.03381 2.51928 -1.754
N -2.30520 0.68377 2.77169 1.078
O -3.23407 0.04703 3.35589 -0.655
O -2.42101 1.86889 2.42838 -0.632
H -1.07718 -0.90568 1.86699 0.538
H -0.59064 -0.14112 3.51213 1.160
H -0.28158 0.63158 2.08454 0.145
C -0.36350 0.29288 -0.50307 -2.271
N 0.39581 -0.91070 -0.06513 0.561
O 0.87333 -1.65787 -0.93479 -0.641
O 0.63094 -1.05224 1.12829 -0.046
H -1.11005 0.49572 0.26480 -0.343
H -0.76051 0.25020 -1.51729 0.963
H 0.44412 1.01795 -0.60367 1.512
C -4.08957 2.75772 0.77092 -0.915
N -3.23785 1.92570 -0.17614 0.784
O -3.22436 2.28019 -1.29072 -0.639
O -2.51971 1.02811 0.25125 -0.416
H -4.00865 2.44178 1.81098 0.333
H -5.11063 2.58775 0.42939 0.358
H -3.96365 3.82307 0.57784 0.324
C 0.89129 -1.38469 3.32326 0.664
N 0.53217 -1.05251 4.72693 0.972
O -0.52034 -1.50368 5.24709 -0.565
O 1.31035 -0.30774 5.35914 -0.596
H 1.97082 -1.28314 3.21189 0.672
H 0.40216 -0.80942 2.53719 -1.333
H 0.69175 -2.44596 3.17503 0.273
C -2.28666 2.35674 -3.31925 -0.836
N -1.16954 2.54012 -2.41656 0.622
O -0.88021 1.49448 -1.71764 0.100
O -0.48128 3.57217 -2.52792 -0.637
H -2.57205 3.29392 -3.79711 0.356
H -3.15551 2.09722 -2.71440 0.327
H -1.91642 1.64338 -4.05555 0.261
C 0.87979 -2.63666 -2.70764 -1.797
N 0.71716 -4.02039 -3.27879 0.949
O 1.72202 -4.63411 -3.61170 -0.532
O -0.39944 -4.55062 -3.22549 -0.598
H 0.12712 -2.36922 -1.96598 0.725
H 1.02731 -1.89677 -3.49434 0.637
H 1.80456 -2.73993 -2.13998 0.650
C -0.78257 3.55837 2.18521 -1.069
N -0.68601 2.89012 0.89712 0.909
O -1.48447 3.25468 0.07758 -0.642
O 0.18233 2.15582 0.64978 -0.193
H 0.12981 3.29739 2.72146 0.357
H -1.68901 3.26730 2.71602 0.302
H -0.68895 4.60175 1.88406 0.391
C 2.18003 -0.28449 -3.80142 -1.488
N 1.37176 0.58040 -3.00564 0.721
O 1.56195 0.55745 -1.74643 -0.348
O 0.39328 1.11835 -3.59330 -0.546
H 2.25616 -1.26173 -3.32465 0.631
H 3.16471 0.18119 -3.84207 0.319
H 1.79752 -0.43918 -4.81030 0.373
C 2.34753 0.89254 0.73543 -2.103
N 2.40787 0.11668 2.03059 1.304
O 3.08399 -0.84160 2.08555 -0.653
O 1.70510 0.51161 2.97599 -0.496
H 2.48327 0.23867 -0.12603 0.560
H 3.12570 1.64666 0.85310 0.380
H 1.31547 1.24264 0.71585 1.315
C 1.87738 -3.77006 0.18901 -0.700
N 2.17419 -4.99793 -0.65607 1.024
O 3.33339 -5.33795 -0.80593 -0.608
O 1.27755 -5.47099 -1.31013 -0.502
H 1.56507 -4.12610 1.17075 0.366
H 1.08714 -3.18853 -0.28579 0.313
H 2.79643 -3.18695 0.13038 0.324